Version one
This record from OMol25 describes a 2-piece molecular cluster, C10H18N3O overall. The level of theory is ωB97M-V/def2-TZVPD.

The value obtained for the HOMO energy is -0.4222 Eh. The net charge is +1. For the orbital gap, the calculation gives 8.562 eV.

Each line ends with the natural charge from an NBO analysis.
CARTESIAN COORDINATES (ANGSTROEM)
C -1.835 0.463 -0.186  -0.25
C -2.236 1.316 -1.408  -0.64
C -1.303 1.119 2.089  0.69
N -2.204 1.036 1.109  -0.57
N -0.107 1.642 1.826  -0.75
N -1.517 0.636 3.317  -0.75
H -2.455 -0.421 -0.339  0.22
H -0.811 0.110 -0.207  0.25
H -2.738 0.679 -2.141  0.23
H -1.364 1.707 -1.935  0.23
H -3.170 1.117 1.381  0.42
H 0.066 2.046 0.919  0.43
H 0.714 1.282 2.288  0.42
H -2.443 0.287 3.517  0.42
H -1.078 1.149 4.081  0.42
H -2.960 2.099 -1.197  0.23
C 2.634 1.566 -0.329  -0.64
C 2.000 -0.775 0.225  -0.22
C 1.992 0.258 -0.712  -0.05
C 1.214 -1.906 0.092  -0.25
C 0.594 -2.100 -1.145  0.29
C 1.232 0.120 -1.873  -0.22
C 0.533 -1.077 -2.057  -0.29
O -0.028 -3.290 -1.393  -0.67
H 2.633 -0.680 1.092  0.21
H 1.114 -2.650 0.873  0.24
H 2.635 1.738 0.755  0.20
H 2.134 2.430 -0.765  0.22
H 1.436 0.792 -2.696  0.23
H 0.055 -3.520 -2.332  0.49
H -0.247 -1.119 -2.811  0.22
H 3.709 1.658 -0.509  0.24

***

Version two
This record from OMol25 describes a 2-piece molecular cluster, C10H18N3O overall. The level of theory is ωB97M-V/def2-TZVPD.

The value obtained for the HOMO energy is -0.4496 Eh. The net charge is +1. For the orbital gap, the calculation gives 9.367 eV.

Each line ends with the natural charge from an NBO analysis.
CARTESIAN COORDINATES (ANGSTROEM)
C -2.259 3.027 -0.828  -0.63
C 1.650 1.250 -0.189  0.24
C 1.222 1.521 -1.513  -0.27
C 0.831 1.490 0.871  -0.27
C -0.019 2.140 -1.740  -0.20
C -0.477 1.954 0.552  -0.19
C -0.932 2.335 -0.702  -0.03
O 2.855 0.470 -0.230  -0.74
H 1.831 1.204 -2.446  0.24
H 3.518 1.124 0.061  0.50
H 0.987 1.028 1.843  0.23
H -0.200 2.642 -2.707  0.23
H -0.898 2.201 1.537  0.22
H -2.823 2.743 -1.701  0.23
H -2.213 4.067 -0.747  0.24
H -2.832 2.722 0.078  0.22
C -0.789 -2.878 1.862  -0.23
C -1.479 -1.712 2.707  -0.62
C -0.093 -2.018 -0.315  0.69
N -1.027 -2.685 0.432  -0.61
N 1.234 -2.119 -0.099  -0.77
N -0.376 -1.401 -1.457  -0.73
H 0.232 -2.761 2.187  0.20
H -1.049 -3.824 2.299  0.23
H -2.536 -1.933 2.530  0.21
H -1.365 -0.688 2.447  0.22
H -1.709 -3.308 -0.008  0.44
H 1.706 -2.579 0.619  0.42
H 1.828 -1.344 -0.447  0.44
H -1.293 -1.366 -1.859  0.43
H 0.479 -1.072 -1.950  0.43
H -1.321 -1.940 3.753  0.23

***

It is version one that is most stable; the runner-up trails by 0.0360 hartree.